{
  "formula": "C33H40AlIN2O2PSb",
  "method": "ωB97M-V/def2-TZVPD",
  "relative_energy_kcal_mol": 0.0,
  "homo_energy_ev": -13.71,
  "molar_mass_g_mol": 803.3,
  "lumo_ev": -6.28,
  "charge": 2,
  "gap_ev": 7.426,
  "symbols": ["Al", "C", "C", "N", "C", "C", "C", "O", "C", "C", "N", "C", "C", "C", "C", "C", "C", "I", "C", "O", "H", "H", "H", "H", "H", "H", "H", "H", "H", "H", "H", "H", "C", "C", "Sb", "C", "C", "C", "C", "H", "H", "H", "H", "H", "H", "H", "H", "H", "H", "H", "H", "H", "H", "H", "C", "P", "C", "C", "C", "C", "C", "C", "C", "C", "C", "C", "C", "C", "H", "H", "H", "H", "H", "H", "H", "H", "H", "H", "H", "H", "H"],
  "positions_angstrom": [[-0.28039, -0.68135, -0.77445], [-1.49444, 2.55715, -3.65423], [-2.11359, 2.52700, -2.29426], [-2.87966, 3.52783, -1.92704], [-3.50708, 3.50993, -0.74023], [-3.43961, 2.45494, 0.13551], [-4.22554, 2.46364, 1.43368], [-4.84443, 3.69395, 1.69438], [-2.58567, 1.37743, -0.21687], [-2.52667, 0.21923, 0.64182], [-1.67962, -0.75696, 0.54753], [-1.80733, -1.87721, 1.43051], [-1.86187, -1.71984, 2.80653], [-1.97568, -2.84229, 3.61321], [-2.02389, -4.11068, 3.05583], [-1.96633, -4.27842, 1.67680], [-1.86190, -3.15258, 0.88029], [-1.85577, -3.29649, -1.19190], [-1.89000, 1.42985, -1.43105], [-1.03428, 0.47235, -1.82451], [-1.69175, 3.52339, -4.11017], [-1.91382, 1.77498, -4.28681], [-0.42001, 2.39193, -3.60594], [-4.09726, 4.38181, -0.50027], [-3.54805, 2.28238, 2.27402], [-4.95664, 1.64380, 1.43519], [-5.70960, 3.72213, 1.27122], [-3.27132, 0.13270, 1.43041], [-1.79666, -0.73230, 3.23951], [-2.02312, -2.72226, 4.68492], [-2.11350, -4.97971, 3.69095], [-2.01714, -5.26384, 1.24024], [-0.02626, -3.43491, -4.32079], [1.26629, -2.65693, -4.12074], [1.63664, -2.03766, -2.12967], [1.97304, -3.84071, -1.05890], [2.11536, -3.63963, 0.44087], [3.59057, -1.20728, -2.22605], [4.50877, -2.03964, -3.11590], [-0.08043, -3.80364, -5.34483], [-0.90210, -2.80215, -4.16540], [-0.09606, -4.30322, -3.66440], [1.29819, -1.76431, -4.74608], [2.14791, -3.25619, -4.35523], [2.86896, -4.28618, -1.49107], [1.13941, -4.50100, -1.29663], [3.03267, -3.10640, 0.69408], [2.15153, -4.60140, 0.95253], [1.27026, -3.08645, 0.87687], [3.94941, -1.17555, -1.19793], [3.51080, -0.17843, -2.57933], [4.59089, -3.07174, -2.77531], [5.51237, -1.61617, -3.10459], [4.17593, -2.04742, -4.15219], [2.92030, 0.21863, 1.04554], [1.19689, 0.71301, 0.77373], [0.48186, 0.87421, 2.42889], [-0.51319, 1.81513, 2.69612], [-1.04020, 1.92989, 3.97264], [-0.58834, 1.09751, 4.99134], [0.39355, 0.15448, 4.73214], [0.93228, 0.04683, 3.45676], [1.31983, 2.37715, 0.09002], [1.46093, 2.52863, -1.28759], [1.68065, 3.78442, -1.83126], [1.74828, 4.89606, -1.00319], [1.61409, 4.75037, 0.37016], [1.41119, 3.49464, 0.91915], [3.33884, 0.87137, 1.81406], [3.46760, 0.38734, 0.11931], [3.02540, -0.82042, 1.35145], [-0.85074, 2.49322, 1.91988], [-1.78545, 2.68409, 4.18223], [-0.98996, 1.19806, 5.98901], [0.75391, -0.48756, 5.52190], [1.71113, -0.68101, 3.28036], [1.39110, 1.67573, -1.95889], [1.79018, 3.89813, -2.90045], [1.90789, 5.87646, -1.42866], [1.67452, 5.61386, 1.01699], [1.32594, 3.39431, 1.99422]],
  "forces_ev_per_a": [[0.29, 0.58, 0.11], [0.05, 0.08, -0.02], [0.08, -0.17, -0.03], [-0.04, 0.07, 0.06], [-0.05, -0.01, 0.03], [0.05, -0.05, 0.01], [0.02, -0.04, 0.03], [-0.07, 0.00, -0.04], [-0.04, -0.17, 0.21], [-0.01, 0.21, -0.07], [0.00, -0.25, -0.03], [-0.01, 0.08, 0.02], [-0.02, -0.11, -0.02], [-0.01, 0.03, -0.01], [0.01, -0.05, -0.08], [0.00, 0.15, 0.14], [0.03, 0.01, 0.10], [-0.09, -0.23, -0.28], [0.13, 0.01, -0.15], [-0.06, -0.04, 0.02], [-0.01, -0.01, -0.01], [-0.03, -0.05, -0.03], [0.08, -0.02, 0.00], [-0.01, 0.03, 0.02], [0.01, -0.01, -0.02], [0.03, 0.03, -0.03], [0.02, 0.04, 0.04], [-0.02, 0.03, 0.00], [-0.01, 0.10, 0.03], [0.00, 0.00, 0.08], [0.00, -0.03, 0.03], [-0.02, -0.07, -0.04], [-0.06, -0.02, -0.07], [0.02, 0.00, -0.09], [-0.22, 0.06, 0.36], [-0.03, -0.13, -0.18], [-0.09, 0.09, 0.21], [0.06, 0.11, -0.01], [0.05, 0.04, -0.01], [0.01, 0.00, -0.01], [0.00, 0.01, 0.01], [0.03, -0.01, 0.00], [0.02, -0.01, 0.01], [-0.07, -0.04, -0.09], [0.03, -0.05, 0.03], [0.00, -0.01, 0.01], [0.01, 0.02, -0.02], [0.04, -0.01, 0.00], [0.05, -0.06, -0.09], [0.06, -0.04, -0.04], [0.01, 0.00, 0.01], [-0.01, -0.03, 0.02], [0.02, 0.00, 0.01], [-0.01, 0.01, -0.03], [0.08, 0.09, 0.05], [-0.33, -0.05, -0.16], [0.11, -0.08, 0.09], [-0.15, 0.03, -0.06], [0.02, -0.09, 0.04], [-0.01, 0.02, -0.02], [0.03, 0.05, -0.08], [-0.06, 0.04, 0.01], [0.10, 0.00, 0.07], [-0.03, -0.01, -0.18], [-0.03, 0.01, 0.03], [-0.01, -0.02, -0.01], [0.00, -0.03, -0.03], [0.05, 0.08, 0.06], [0.03, -0.05, -0.02], [0.00, 0.00, 0.02], [-0.03, -0.03, -0.01], [-0.03, -0.06, 0.00], [-0.05, 0.04, 0.00], [-0.03, 0.01, 0.05], [0.04, -0.03, 0.06], [0.06, -0.07, -0.02], [-0.01, 0.00, 0.11], [0.00, 0.01, -0.04], [0.01, 0.03, -0.02], [0.01, 0.03, 0.02], [0.06, 0.02, -0.07]],
  "lowdin_charge": [0.02, 0.00, -0.25, 0.16, -0.05, -0.12, -0.22, -0.03, -0.07, 0.02, -0.02, -0.32, 0.00, -0.03, -0.04, -0.11, -0.60, 1.24, -0.20, -0.11, 0.09, 0.09, 0.06, 0.13, 0.11, 0.14, 0.11, 0.15, 0.10, 0.12, 0.12, 0.11, -0.20, -0.39, 1.44, -0.40, -0.17, -0.40, -0.16, 0.09, 0.05, 0.05, 0.07, 0.06, 0.06, 0.03, 0.07, 0.09, 0.05, 0.04, 0.06, 0.07, 0.09, 0.07, -0.20, 1.01, -0.37, -0.12, -0.05, -0.05, -0.06, -0.09, -0.36, -0.11, -0.06, -0.04, -0.04, -0.07, 0.08, 0.04, 0.04, 0.11, 0.12, 0.12, 0.12, 0.10, 0.09, 0.12, 0.12, 0.12, 0.11]
}